[1]
C34H42GeIrN6O | ωB97M-V/def2-TZVPD

The value obtained for the frontier orbital gap (spin up / spin down) is 3.99 / 3.93 eV. As for the max |F|: 3.05 eV Å⁻¹. The total energy comes out at -106264.8733 eV. Its relative energy (zero: lowest compared OMol25 entry of this formula, charge and spin) is 383.4 kJ/mol. The value obtained for the HOMO energy (spin up / spin down) is -10.71 / -10.71 eV. For the LUMO energy (spin up / spin down), the calculation gives -6.721 / -6.784 eV.

Geometry as ORCA input:
```
! RIJCOSX wB97M-V def2-TZVPD def2/J DEFGRID3
* xyz 2 2
Ir 0.256 -0.152 0.004
C -1.635 -0.564 -2.415
C -0.334 -0.805 -3.171
C 0.599 0.358 -3.095
C 0.896 1.120 -4.216
C 1.808 2.157 -4.119
C 2.393 2.417 -2.889
C 2.022 1.639 -1.811
N 1.149 0.625 -1.908
N -1.593 -0.904 -0.960
C -2.745 -0.294 -0.278
C -2.414 0.963 0.463
C -3.280 1.479 1.397
C -2.921 2.532 2.217
C -1.589 2.968 2.172
C -0.733 2.459 1.250
N -1.180 1.593 0.209
C -1.602 -2.374 -0.765
C -0.238 -2.982 -0.832
C -0.019 -4.273 -1.275
C 1.270 -4.782 -1.250
C 2.304 -3.978 -0.793
C 2.005 -2.697 -0.371
N 0.756 -2.218 -0.382
H -2.428 -1.151 -2.889
H -1.896 0.489 -2.490
H -0.574 -0.990 -4.217
H 0.169 -1.694 -2.795
H 0.423 0.895 -5.162
H 2.065 2.747 -4.990
H 3.112 3.215 -2.762
H 2.432 1.825 -0.827
H -3.108 -0.990 0.473
H -3.573 -0.147 -0.982
H -4.251 1.012 1.522
H -3.620 2.946 2.929
H -1.222 3.688 2.891
H 0.298 2.765 1.156
H -2.270 -2.857 -1.482
H -1.986 -2.584 0.234
H -0.845 -4.869 -1.641
H 1.464 -5.793 -1.584
H 3.324 -4.333 -0.771
H 2.774 -2.024 -0.015
C -4.351 2.928 -1.483
Ge -2.513 3.360 -1.969
C -2.194 3.044 -3.874
C -2.151 5.236 -1.566
C -1.095 2.316 -1.057
H -4.999 3.531 -2.122
H -4.551 3.200 -0.448
H -4.615 1.880 -1.632
H -2.796 3.742 -4.457
H -2.463 2.032 -4.181
H -1.143 3.216 -4.112
H -2.829 5.855 -2.155
H -1.126 5.510 -1.821
H -2.320 5.448 -0.510
H -0.112 2.772 -1.161
C 5.544 1.333 3.936
N 4.741 0.802 2.838
N 3.390 0.544 2.942
C 2.879 0.372 1.688
O 1.644 0.127 1.527
C 3.959 0.507 0.789
C 5.082 0.785 1.541
C 6.479 1.049 1.104
C 2.755 0.204 4.177
C 1.490 0.702 4.448
C 0.880 0.379 5.651
C 1.531 -0.422 6.578
C 2.789 -0.933 6.286
C 3.398 -0.635 5.077
H 4.925 1.443 4.818
H 5.942 2.309 3.663
H 6.370 0.662 4.166
H 3.920 0.388 -0.281
H 6.591 0.800 0.052
H 7.190 0.458 1.682
H 6.739 2.102 1.237
H 0.989 1.330 3.724
H -0.107 0.767 5.868
H 1.059 -0.654 7.523
H 3.299 -1.569 6.998
H 4.359 -1.071 4.832
*
```

=====

[2]
C34H42N4O3P2ReS | ωB97M-V/def2-TZVPD

The value obtained for the frontier orbital gap (spin up / spin down) is 6.21 / 3.82 eV. As for the max |F|: 2.94 eV Å⁻¹. The total energy comes out at -79559.4578 eV. Its relative energy (zero: lowest compared OMol25 entry of this formula, charge and spin) is 7.1 kJ/mol. The value obtained for the HOMO energy (spin up / spin down) is -12.75 / -12.74 eV. For the LUMO energy (spin up / spin down), the calculation gives -6.536 / -8.920 eV.

Geometry as ORCA input:
```
! RIJCOSX wB97M-V def2-TZVPD def2/J DEFGRID3
* xyz 2 4
Re 0.048 -0.960 0.148
C -0.032 -2.920 -2.600
C -0.394 -1.860 -3.339
C -1.699 -1.853 -4.097
C -2.880 -2.442 -3.278
C -2.752 -2.319 -1.784
C -2.075 -3.084 -0.904
C -1.455 -4.399 -1.276
C -0.703 -4.254 -2.609
C -0.357 -0.219 2.121
H 0.878 -2.933 -2.004
H 0.347 -1.132 -3.674
H -1.565 -2.471 -5.007
H -1.955 -0.853 -4.496
H -3.801 -1.927 -3.594
H -3.025 -3.484 -3.594
H -3.435 -1.575 -1.367
H -2.325 -3.022 0.152
H -2.255 -5.157 -1.344
H -0.738 -4.743 -0.519
H 0.082 -5.025 -2.702
H -1.388 -4.430 -3.463
H 0.393 -0.821 2.662
H -1.319 -0.358 2.625
H -0.097 0.848 2.137
P -1.863 0.183 -0.138
P 0.973 0.313 -1.549
N -3.258 -0.777 0.811
N -2.569 1.785 0.487
N 2.314 -1.040 -1.943
N 2.263 1.554 -2.057
C -1.875 0.565 -1.918
C -0.484 0.987 -2.501
C -2.960 -1.798 1.705
C -4.133 -2.420 2.120
C -5.200 -1.747 1.466
C -4.634 -0.732 0.685
C -2.840 2.013 1.837
C -3.713 3.090 1.956
C -3.978 3.557 0.645
C -3.272 2.747 -0.228
C 2.631 -1.957 -0.945
C 3.398 -3.001 -1.492
C 3.563 -2.709 -2.863
C 2.856 -1.526 -3.129
C 3.278 1.546 -3.012
C 3.919 2.794 -3.030
C 3.252 3.612 -2.078
C 2.246 2.833 -1.513
H -2.645 1.314 -2.136
H -2.182 -0.339 -2.450
H -0.380 0.666 -3.545
H -0.375 2.083 -2.438
H -1.936 -2.062 1.972
H -4.173 -3.244 2.818
H -6.248 -1.981 1.554
H -5.099 0.052 0.101
H -2.398 1.395 2.605
H -4.145 3.459 2.874
H -4.639 4.359 0.348
H -3.231 2.772 -1.306
H 2.273 -1.863 0.077
H 3.758 -3.854 -0.934
H 4.123 -3.288 -3.594
H 2.745 -1.013 -4.063
H 3.508 0.684 -3.598
H 4.757 3.071 -3.659
H 3.456 4.641 -1.817
H 1.525 3.092 -0.769
C 3.491 3.354 6.977
C 3.272 2.796 5.604
C 2.912 3.645 4.557
C 2.677 3.135 3.287
C 2.780 1.760 3.050
C 3.207 0.904 4.069
C 3.441 1.433 5.342
S 2.409 1.307 1.341
O 1.310 2.242 1.089
O 3.635 1.463 0.595
O 1.918 -0.113 1.260
H 4.328 4.064 7.009
H 2.601 3.888 7.327
H 3.695 2.550 7.687
H 2.793 4.713 4.727
H 2.361 3.806 2.494
H 3.325 -0.159 3.868
H 3.740 0.788 6.166
*
```

=====

[3]
C34H42N4O3P2STi | ωB97M-V/def2-TZVPD

The value obtained for the frontier orbital gap is 4.39 eV. As for the max |F|: 4.94 eV Å⁻¹. The total energy comes out at -100551.4774 eV. Its relative energy (zero: lowest compared OMol25 entry of this formula, charge and spin) is 0.0 kJ/mol. The value obtained for the HOMO energy is -13.27 eV. For the LUMO energy, the calculation gives -8.880 eV.

Geometry as ORCA input:
```
! RIJCOSX wB97M-V def2-TZVPD def2/J DEFGRID3
* xyz 2 1
Ti -0.064 0.562 1.410
C -1.881 1.580 -5.138
C -2.080 0.261 -5.032
C -1.156 -0.790 -5.558
C 0.369 -0.462 -5.483
C 0.904 0.326 -4.329
C 0.859 1.664 -4.211
C 0.537 2.502 -5.411
C -0.858 2.237 -6.028
C 1.604 1.209 2.481
H -2.555 2.281 -4.643
H -3.040 -0.127 -4.685
H -1.375 -1.016 -6.626
H -1.360 -1.740 -5.032
H 0.886 -1.438 -5.447
H 0.645 0.010 -6.442
H 1.616 -0.249 -3.727
H 1.192 2.199 -3.316
H 1.276 2.281 -6.203
H 0.646 3.569 -5.189
H -1.272 3.216 -6.317
H -0.725 1.665 -6.958
H 1.112 1.897 3.207
H 2.341 1.764 1.878
H 2.123 0.443 3.089
P 1.619 -0.380 -0.163
P -1.357 -1.041 -0.042
N 2.735 0.757 -0.930
N 2.787 -1.601 0.311
N -2.186 0.321 -0.793
N -2.800 -1.975 0.226
C 0.865 -1.166 -1.599
C -0.494 -1.864 -1.400
C 2.792 2.115 -0.598
C 3.872 2.690 -1.250
C 4.468 1.672 -2.067
C 3.742 0.501 -1.866
C 3.662 -1.387 1.381
C 4.364 -2.555 1.629
C 3.926 -3.528 0.669
C 2.963 -2.917 -0.126
C -2.184 1.614 -0.260
C -2.825 2.448 -1.160
C -3.255 1.663 -2.261
C -2.799 0.367 -2.034
C -3.991 -2.119 -0.498
C -4.849 -2.953 0.216
C -4.157 -3.356 1.404
C -2.909 -2.759 1.383
H 1.576 -1.835 -2.106
H 0.666 -0.298 -2.241
H -1.087 -1.814 -2.332
H -0.377 -2.937 -1.159
H 2.076 2.546 0.089
H 4.214 3.709 -1.141
H 5.328 1.783 -2.714
H 3.857 -0.481 -2.298
H 3.685 -0.429 1.880
H 5.095 -2.704 2.407
H 4.265 -4.550 0.583
H 2.388 -3.293 -0.950
H -1.847 1.825 0.762
H -2.971 3.516 -1.043
H -3.824 1.997 -3.115
H -2.842 -0.512 -2.663
H -4.127 -1.636 -1.447
H -5.847 -3.244 -0.074
H -4.535 -4.002 2.184
H -2.066 -2.818 2.050
C 0.488 0.837 9.280
C 0.046 0.620 7.864
C -0.069 -0.681 7.374
C -0.507 -0.909 6.075
C -0.833 0.182 5.259
C -0.704 1.487 5.730
C -0.242 1.701 7.027
S -1.470 -0.147 3.636
O -0.321 -0.851 2.884
O -2.702 -0.885 3.698
O -1.471 1.187 2.898
H -0.252 0.391 9.954
H 1.440 0.337 9.491
H 0.615 1.897 9.512
H 0.206 -1.513 8.021
H -0.568 -1.923 5.693
H -0.923 2.335 5.086
H -0.092 2.719 7.387
*
```

=====

[4]
C34H43IN4O3Si2Sn | ωB97M-V/def2-TZVPD

The value obtained for the frontier orbital gap is 5.37 eV. As for the max |F|: 0.59 eV Å⁻¹. The total energy comes out at -77747.6656 eV. Its relative energy (zero: lowest compared OMol25 entry of this formula, charge and spin) is 103.3 kJ/mol. The value obtained for the HOMO energy is -1.26 eV. For the LUMO energy, the calculation gives 4.110 eV.

Geometry as ORCA input:
```
! RIJCOSX wB97M-V def2-TZVPD def2/J DEFGRID3
* xyz -2 1
Sn -0.113 -0.078 -0.253
C -4.954 1.430 0.470
Si -3.332 0.545 0.917
C -2.376 1.874 1.862
C -3.860 -0.865 2.065
N -2.387 0.043 -0.402
C -2.840 -0.402 -1.623
C -4.147 -0.824 -1.881
C -4.565 -1.238 -3.147
C -3.662 -1.260 -4.191
C -2.337 -0.879 -3.956
C -1.893 -0.454 -2.704
N -0.586 -0.080 -2.412
Si 0.677 -0.057 -3.578
C 1.033 -1.760 -4.334
C 2.250 0.530 -2.778
C 0.292 1.154 -4.990
H -5.274 2.001 1.349
H -5.764 0.751 0.202
H -4.811 2.131 -0.356
H -2.764 2.021 2.875
H -2.479 2.815 1.312
H -1.308 1.654 1.919
H -3.980 -0.537 3.102
H -3.131 -1.677 2.050
H -4.817 -1.271 1.723
H -4.857 -0.844 -1.063
H -5.592 -1.556 -3.296
H -3.961 -1.587 -5.180
H -1.633 -0.924 -4.778
H 1.646 -2.333 -3.633
H 1.589 -1.669 -5.273
H 0.124 -2.334 -4.529
H 2.574 -0.115 -1.953
H 2.110 1.527 -2.354
H 3.053 0.572 -3.522
H -0.761 1.150 -5.277
H 0.890 0.930 -5.879
H 0.547 2.166 -4.665
C 0.390 4.727 1.979
C 1.150 3.679 1.214
N 1.161 3.592 -0.060
O 0.392 4.585 -0.710
C 1.897 2.648 1.985
C 1.665 2.547 3.470
N 2.644 1.835 1.327
O 3.267 0.915 2.059
H -0.177 5.359 1.304
H 1.081 5.347 2.556
H -0.298 4.260 2.685
H 0.278 4.178 -1.579
H 2.046 3.426 4.001
H 2.174 1.664 3.846
H 0.599 2.464 3.702
I -0.048 -0.881 3.105
C 0.220 -2.862 2.470
C 0.514 -3.735 3.483
C 0.683 -5.108 3.224
C 0.530 -5.563 1.951
C 0.225 -4.676 0.888
C 0.069 -5.210 -0.412
C -0.217 -4.385 -1.454
C -0.333 -2.996 -1.237
C -0.189 -2.391 -0.006
C 0.078 -3.267 1.105
H 0.613 -3.366 4.495
H 0.923 -5.784 4.036
H 0.642 -6.618 1.721
H 0.182 -6.281 -0.549
H -0.344 -4.783 -2.455
H -0.537 -2.382 -2.105
C 3.998 -1.358 2.255
C 3.814 -0.379 1.093
O 2.976 -0.715 0.205
C 5.126 0.209 0.556
C 5.059 1.232 -0.392
C 6.211 1.759 -0.951
C 7.463 1.270 -0.586
C 7.541 0.251 0.348
C 6.380 -0.270 0.916
H 3.004 -1.640 2.600
H 4.563 -0.932 3.088
H 4.502 -2.255 1.890
H 4.083 1.597 -0.678
H 6.132 2.555 -1.684
H 8.364 1.678 -1.031
H 8.507 -0.147 0.640
H 6.463 -1.064 1.647
*
```

=====

[5]
C34H43KN8O4S6 | ωB97M-V/def2-TZVPD

The value obtained for the frontier orbital gap is 4.72 eV. As for the max |F|: 0.60 eV Å⁻¹. The total energy comes out at -137405.8530 eV. The value obtained for the HOMO energy is -1.03 eV. For the LUMO energy, the calculation gives 3.692 eV.

Geometry as ORCA input:
```
! RIJCOSX wB97M-V def2-TZVPD def2/J DEFGRID3
* xyz -2 1
K 0.698 0.539 -0.829
C -0.128 -2.114 3.563
C 0.799 -0.944 3.911
S 1.595 -0.073 2.531
C 3.155 -0.966 2.353
C 3.086 -2.402 1.822
S 2.662 -2.354 0.066
C 2.091 -4.069 -0.185
C 0.906 -4.148 -1.145
S -0.627 -3.334 -0.640
C -0.892 -4.026 1.005
C -1.947 -3.222 1.761
S -1.387 -1.611 2.360
H 0.451 -2.948 3.172
H -0.616 -2.453 4.483
H 0.226 -0.185 4.448
H 1.578 -1.295 4.593
H 3.688 -0.342 1.625
H 3.706 -0.947 3.297
H 4.056 -2.885 1.978
H 2.338 -2.989 2.355
H 2.893 -4.689 -0.591
H 1.838 -4.494 0.788
H 1.146 -3.628 -2.078
H 0.720 -5.200 -1.386
H -1.191 -5.077 0.948
H 0.047 -3.984 1.553
H -2.781 -2.958 1.103
H -2.359 -3.819 2.579
C -1.199 -2.102 -4.146
C -0.036 -1.306 -3.557
O -0.359 -0.233 -2.966
C 1.226 -1.855 -3.745
C 2.519 -1.384 -3.299
C 3.708 -2.241 -3.696
N 2.701 -0.321 -2.588
N 4.043 -0.026 -2.358
C 4.282 0.505 -1.190
O 3.491 0.689 -0.215
C 5.724 0.909 -0.989
C 6.095 1.495 0.218
C 7.410 1.877 0.456
C 8.383 1.675 -0.515
C 8.022 1.090 -1.725
C 6.707 0.712 -1.960
H -1.787 -2.525 -3.329
H -0.883 -2.913 -4.805
H -1.842 -1.414 -4.703
H 1.249 -2.775 -4.319
H 3.383 -3.166 -4.179
H 4.312 -2.473 -2.816
H 4.361 -1.689 -4.378
H 5.314 1.642 0.956
H 7.678 2.335 1.403
H 9.410 1.970 -0.333
H 8.774 0.928 -2.490
H 6.405 0.257 -2.894
N -7.523 5.521 3.202
C -6.470 4.822 2.537
C -6.740 3.704 1.758
C -5.709 3.003 1.145
C -4.384 3.415 1.286
C -4.113 4.524 2.088
C -5.147 5.214 2.702
S -2.332 1.676 1.633
O -3.396 2.764 0.639
O -2.368 2.284 2.964
N -0.967 1.902 0.855
C -0.199 3.008 1.024
N -0.681 4.174 1.521
C 0.184 5.166 1.656
C 1.524 5.083 1.308
C 1.918 3.864 0.766
N 1.088 2.853 0.625
H -8.387 5.463 2.680
H -7.290 6.497 3.328
H -7.767 3.369 1.639
H -5.909 2.117 0.553
H -3.073 4.802 2.215
H -4.924 6.072 3.331
H -0.220 6.091 2.062
H 2.206 5.911 1.434
H 2.937 3.682 0.434
C -3.654 0.163 -2.252
N -4.317 -1.140 -2.147
C -4.456 -2.057 -3.178
C -4.933 -3.199 -2.660
N -5.102 -2.964 -1.300
C -4.729 -1.693 -0.974
S -4.795 -0.980 0.529
H -4.127 0.748 -3.041
H -2.584 0.022 -2.451
H -3.761 0.676 -1.298
H -4.156 -1.826 -4.182
H -5.151 -4.144 -3.122
H -5.334 -3.630 -0.587
*
```